1.
# C30H29BrN11O2PW

C30H29BrN11O2PW as an isolated structure in a non-equilibrium geometry (ωB97M-V/def2-TZVPD, OMol25).

```
75
Properties=species:S:1:pos:R:3:forces:R:3
W 0.53959 -0.01100 0.07870 -2.0 0.6 0.4
O 1.14469 -2.74973 -4.55543 0.4 0.1 -0.1
C -0.02226 -3.33548 -4.16595 -0.7 -0.3 0.4
C -0.65829 -4.30999 -4.92246 0.2 0.2 0.1
C -1.85482 -4.84807 -4.48404 0.0 0.0 0.2
C -2.41458 -4.43352 -3.28278 -0.1 -0.1 -0.1
C -1.78072 -3.46873 -2.51851 0.2 0.0 -0.1
C -0.58699 -2.91591 -2.95188 0.1 0.2 -0.1
C 0.14901 -1.82637 -2.21484 1.2 -0.5 -1.4
O -0.47986 -1.23448 -1.17287 0.4 1.2 1.2
N 1.47652 -2.32074 -1.70429 -0.2 -0.5 0.0
N 1.78450 -1.78199 -0.48459 -0.1 0.4 0.1
C 1.01735 -2.24482 0.53482 1.4 -1.1 0.6
C 1.29957 -1.63876 1.75744 -0.5 -1.7 -1.1
Br -1.02816 0.04225 2.10273 0.5 -0.1 -0.4
C 1.90470 -1.84472 2.90525 -0.2 0.7 0.3
C 2.20516 -0.96584 4.03942 0.2 0.3 0.1
C 3.56637 -0.85316 4.35121 -0.3 0.0 -0.1
C 3.98518 0.01084 5.34027 0.0 0.0 0.2
C 3.04694 0.72573 6.07256 0.0 0.0 -0.1
C 1.69378 0.58734 5.79536 0.1 0.0 0.1
C 1.26331 -0.25908 4.78614 0.1 0.1 -0.2
H 1.45445 -3.16131 -5.37422 0.0 0.1 0.1
H -0.21452 -4.63573 -5.85337 0.0 0.0 -0.1
H -2.34741 -5.59954 -5.08053 -0.1 -0.1 0.0
H -3.34016 -4.86667 -2.94074 -0.1 -0.1 0.0
H -2.20417 -3.13347 -1.58311 -0.1 0.0 0.1
H 0.39882 -1.05520 -2.98815 -0.2 -0.2 0.5
H 2.22892 -2.21683 -2.37947 -0.2 0.2 0.2
H 0.32514 -3.08743 0.38567 0.0 0.6 0.1
H 2.44272 -2.79287 2.98938 -0.3 -0.1 -0.5
H 4.28713 -1.43067 3.79177 0.1 -0.1 -0.1
H 5.03643 0.11343 5.55651 0.1 0.0 0.0
H 3.37304 1.36811 6.87538 0.0 0.1 0.1
H 0.97110 1.12627 6.38740 -0.1 0.0 0.1
H 0.20806 -0.38600 4.60187 0.0 0.0 0.0
C -3.27453 2.23949 -3.60923 -0.2 0.5 -0.6
N -2.82294 1.53780 -2.43783 0.5 -0.2 0.4
C -3.54699 0.67187 -1.68667 0.0 -0.3 0.4
C -2.73691 0.25828 -0.66746 -0.2 0.0 0.0
N -1.51784 0.86100 -0.78811 0.0 0.2 -0.4
C -1.60010 1.62868 -1.87985 0.5 0.4 0.3
P -0.31043 2.84397 -2.35794 -0.4 -0.9 0.2
C 1.04044 1.62842 -2.62269 0.6 0.2 0.5
N 1.48872 0.74495 -1.68354 0.8 0.7 -1.8
C 2.77560 0.43048 -2.07173 0.0 -0.1 -0.1
C 3.08546 1.09460 -3.22082 0.2 -0.3 0.4
N 2.01033 1.84684 -3.55568 -1.1 -0.7 1.3
C 1.88897 2.70097 -4.70479 -0.1 0.7 -0.7
C 0.16029 3.17036 -0.62747 0.4 -0.5 0.3
N 0.41459 2.22685 0.30875 0.2 1.3 -0.2
C 0.79364 2.92035 1.43312 -0.1 -0.1 0.0
C 0.78942 4.25707 1.16151 0.1 -0.3 0.4
N 0.39461 4.40418 -0.12772 -0.2 -1.3 -0.1
C 0.21229 5.63653 -0.84263 -0.1 0.8 -0.5
H -4.24754 1.85372 -3.90315 0.0 0.0 0.0
H -2.58063 2.09808 -4.43926 -0.1 0.0 0.1
H -3.36528 3.30685 -3.39971 -0.1 -0.1 0.0
H -4.56159 0.41937 -1.91515 -0.2 0.0 -0.1
H -2.97362 -0.41543 0.13444 0.0 -0.1 0.0
H 3.39574 -0.23599 -1.49878 -0.1 -0.1 0.0
H 3.98140 1.08497 -3.80674 0.2 0.0 -0.1
H 2.57741 2.37136 -5.48146 -0.1 0.0 0.1
H 2.12370 3.73665 -4.44745 0.0 -0.1 0.0
H 0.87049 2.65888 -5.09173 0.1 0.0 0.0
H 1.02176 2.41890 2.35891 0.0 0.0 0.0
H 1.03484 5.09101 1.78657 0.0 0.2 0.1
H 0.30630 6.46780 -0.14890 0.0 0.0 0.0
H -0.77733 5.66287 -1.30225 0.1 0.1 0.1
H 0.96377 5.74502 -1.62658 0.0 0.0 0.1
N 2.28882 0.53065 0.90970 -0.6 0.2 -0.4
C 3.32694 1.04332 1.20807 -0.2 -0.2 0.1
N 4.37004 1.48323 1.65211 -0.9 -1.0 0.4
C 5.30675 2.32338 1.34160 0.3 0.4 -0.3
N 6.14478 3.06026 1.07827 0.5 0.5 -0.1
```
Positions in Å, forces in eV/Å.

Calculated values
Net charge: +2
E_LUMO (eV): -8.0
Energy above the lowest of the compared OMol25 structures with the same formula, charge and spin (kcal/mol): 61.0
HOMO-LUMO gap (eV): 5.22
DFT total energy (Ha): -4895.28370

=====

2.
# C6H14O3Zn

C6H14O3Zn as an isolated structure in a non-equilibrium geometry (ωB97M-V/def2-TZVPD, OMol25).

```
24
Properties=species:S:1:pos:R:3:forces:R:3
C 3.26560 -2.38499 -0.05550 0.0 -0.2 -0.1
O 2.51777 -1.20151 0.06949 0.0 0.2 0.2
C 2.31431 -0.53968 -1.15311 0.2 -0.1 -0.3
C 1.46078 0.68087 -0.92529 0.0 0.3 -0.3
O 0.13326 0.27551 -0.68298 0.1 0.0 -0.6
C -0.63547 1.18409 0.05927 1.6 0.8 -0.2
C -2.07445 0.74721 -0.06652 -0.9 0.3 0.2
O -2.60725 0.47969 1.21624 -0.8 0.4 -0.6
C -4.00671 0.25077 1.21279 -0.3 0.0 0.0
Zn -1.39488 -0.37520 2.75511 0.7 -0.6 1.1
H 3.38899 -2.81168 0.94682 -0.1 0.2 -0.3
H 2.73608 -3.11643 -0.69046 0.2 0.1 0.1
H 4.26197 -2.18555 -0.48641 -0.2 -0.1 0.1
H 1.81900 -1.21660 -1.87380 0.1 0.2 0.1
H 3.28021 -0.22025 -1.58530 -0.2 -0.1 0.0
H 1.46788 1.32843 -1.81847 0.2 -0.1 0.1
H 1.89065 1.27844 -0.10265 -0.2 -0.3 0.1
H -0.57912 2.24937 -0.22229 0.1 -0.2 -1.2
H -0.03904 1.33320 0.97667 -1.4 -0.8 0.9
H -2.25311 -0.11594 -0.72718 0.7 0.0 0.2
H -2.64591 1.55649 -0.54859 0.0 0.0 0.3
H -4.52835 1.17216 0.91277 0.0 -0.2 0.1
H -4.27841 -0.55557 0.51415 0.1 0.1 0.2
H -4.29361 -0.03679 2.23305 0.1 0.1 -0.3
```
Positions in Å, forces in eV/Å.

Calculated values
Net charge: 0
E_LUMO (eV): 0.7
HOMO-LUMO gap (eV): 7.37
DFT total energy (Ha): -2241.93112

=====

3.
# C4H12N3

An isolated ion of composition C4H12N3 and charge +1 in a non-equilibrium geometry (ωB97M-V/def2-TZVPD, OMol25).

```
19
Properties=species:S:1:pos:R:3:forces:R:3
N 1.17676 2.16866 0.72197 0.2 -1.4 -0.3
C 1.55546 1.35239 -0.49655 -0.9 1.8 1.2
C 1.29969 -0.13248 -0.29920 1.8 0.5 -0.1
C -0.11824 -0.48518 -0.13169 -1.2 -1.5 -2.1
N -1.06540 0.08793 -1.04988 -0.8 1.0 2.0
C -0.61423 -1.47067 0.61563 1.4 1.1 0.4
N -2.06494 -1.68664 0.61637 0.6 -0.5 -0.4
H 1.44551 1.63871 1.54995 0.1 0.4 0.0
H 1.72367 3.02024 0.69477 -0.1 0.1 0.2
H 0.88920 1.82015 -1.22132 0.4 -0.6 -0.7
H 2.58485 1.56975 -0.75704 0.2 -0.4 -0.3
H 1.99595 -0.48981 0.46863 -0.6 0.0 0.5
H 1.73647 -0.63153 -1.17325 -0.6 -0.1 -0.3
H -1.13651 1.06258 -0.80367 -0.1 0.5 -0.6
H -1.20465 -0.07817 -2.03025 0.8 -0.4 -0.1
H 0.04810 -1.99093 1.29200 -0.6 -0.4 0.3
H -2.31122 -2.26805 -0.19021 -0.2 -0.2 0.2
H -2.35909 -2.14795 1.47792 -0.3 0.2 -0.1
H -2.50230 -0.77617 0.41891 -0.1 0.0 0.2
```
Positions in Å, forces in eV/Å.

Calculated values
Net charge: +1
E_LUMO (eV): -3.4
Energy above the lowest of the compared OMol25 structures with the same formula, charge and spin (kcal/mol): 54.5
SMILES: NCC/C(N)=C/[NH3+]
HOMO-LUMO gap (eV): 9.24
DFT total energy (Ha): -323.59149

=====

4.
# C5H11N2

An isolated ion of composition C5H11N2 and charge +1 in a non-equilibrium geometry (ωB97M-V/def2-TZVPD, OMol25).

```
18
Properties=species:S:1:pos:R:3:forces:R:3
H -0.91817 0.59526 1.90943 -2.1 -9.8 1.4
N -0.69368 1.42389 1.76529 -0.8 8.0 1.1
C 0.17427 1.83194 1.03936 2.7 4.0 -2.6
C 1.16641 1.08019 0.15134 0.0 2.5 -2.1
C 1.04247 -0.34655 -0.08958 1.2 -2.9 1.1
N -0.28743 -0.95954 -0.31005 0.8 -1.6 0.7
C -0.33980 -2.24555 -0.15638 -4.3 3.3 -2.2
C -1.28968 -0.14968 -0.95547 -0.1 -0.6 -1.1
H 0.21707 3.03221 1.02587 0.6 -2.6 -0.4
H 1.38096 1.51849 -0.86775 -1.1 0.5 1.0
H 2.15176 1.22039 0.53504 0.8 0.1 0.8
H 1.49473 -0.69643 -1.04667 0.6 0.7 0.9
H 1.55029 -0.82332 0.81839 -0.9 -0.2 -1.5
H -1.22613 -2.78340 -0.51888 0.3 0.3 0.3
H 0.44536 -2.74781 0.19456 3.1 -1.8 1.6
H -1.83134 -0.74045 -1.62559 -0.4 -1.3 -1.5
H -2.07506 0.09600 -0.33845 -1.2 1.2 2.2
H -0.96202 0.69436 -1.53047 0.8 0.4 0.3
```
Positions in Å, forces in eV/Å.

Calculated values
Net charge: +1
E_LUMO (eV): -5.3
Energy above the lowest of the compared OMol25 structures with the same formula, charge and spin (kcal/mol): 86.8
SMILES: [H]/N=C\CC[N+](=C)C
HOMO-LUMO gap (eV): 7.88
DFT total energy (Ha): -306.24513

=====

5.
# C7H9N3O

An isolated molecule of C7H9N3O in a non-equilibrium geometry (ωB97M-V/def2-TZVPD, OMol25).

```
20
Properties=species:S:1:pos:R:3:forces:R:3
C 1.60862 -1.45770 -0.31914 -0.9 2.4 -1.9
C 0.47014 -0.46257 -0.31290 1.7 3.1 0.0
N -0.09305 -0.32073 1.06257 0.7 -1.6 -1.2
C -1.10270 0.43560 1.38829 -0.7 0.6 3.1
C -1.34362 0.04232 2.76183 -3.2 4.6 -2.6
N -0.52014 -0.87998 3.04736 0.9 -2.3 2.8
N 0.22263 -1.14688 2.07241 2.4 -1.5 -2.2
C 0.92319 1.08924 -0.81199 0.7 -3.8 2.7
C 0.14320 1.45964 -1.74235 -2.4 -2.3 -1.5
C -0.94884 0.38895 -1.91262 -0.5 0.0 -2.7
O -0.45612 -0.74783 -1.29332 -0.3 -1.2 1.0
H 1.87959 -1.52761 -1.34875 0.2 -0.2 -0.9
H 1.31367 -2.37540 0.00261 -0.6 -2.6 1.3
H 2.43452 -1.04351 0.15674 1.4 0.4 1.4
H -1.23217 1.30681 0.80366 -1.0 0.6 -0.3
H -2.06252 0.49832 3.46176 0.5 -0.5 -0.5
H 1.70544 1.62015 -0.36923 1.2 0.6 0.7
H 0.15700 2.32691 -2.27678 0.0 2.3 -1.3
H -1.78920 0.82949 -1.39736 -0.9 -0.2 0.1
H -1.30965 -0.03522 -2.97280 1.0 1.6 2.1
```
Positions in Å, forces in eV/Å.

Calculated values
Net charge: 0
E_LUMO (eV): 0.8
Energy above the lowest of the compared OMol25 structures with the same formula, charge and spin (kcal/mol): 74.6
SMILES: C[C@@]1(n2ccnn2)C=CCO1
HOMO-LUMO gap (eV): 10.15
DFT total energy (Ha): -511.52665

=====

6.
# C8H10O2

An isolated molecule of C8H10O2 in a non-equilibrium geometry (ωB97M-V/def2-TZVPD, OMol25).

```
20
Properties=species:S:1:pos:R:3:forces:R:3
C 2.59683 -0.35225 0.70911 -0.8 0.2 0.8
C 1.70553 -0.37560 -0.58060 2.9 1.9 0.3
C 0.29774 -0.13629 -0.34253 0.6 2.8 0.8
C -0.55537 -1.15040 -0.06224 -3.7 1.9 0.8
O -0.11519 -2.38857 -0.12894 -3.2 -4.8 -1.8
C -1.92599 -0.87616 0.31648 0.9 1.7 -1.1
C -2.37438 0.46697 0.16516 1.8 -1.8 0.3
C -1.45522 1.50094 -0.07440 0.6 0.6 0.9
C -0.08538 1.23329 -0.16634 -0.4 -0.7 0.1
O 0.94538 2.20093 -0.05448 -1.9 -0.8 -0.4
H 3.69450 -0.37299 0.50465 -0.9 -0.2 -0.1
H 2.25290 -1.30540 1.19437 0.8 1.0 0.4
H 2.41045 0.56735 1.36733 0.1 -1.5 -0.9
H 2.12672 0.41771 -1.23661 -0.4 -0.7 0.0
H 1.88676 -1.33450 -0.95875 0.1 -1.3 -1.1
H -1.00028 -2.97808 -0.49124 4.0 2.2 1.7
H -2.55863 -1.67034 0.70632 0.0 0.1 -0.3
H -3.38508 0.74540 0.32249 -0.8 0.0 0.3
H -1.79988 2.52128 0.11989 0.1 -0.2 -0.4
H 0.50838 3.04760 0.15117 0.3 -0.4 -0.2
```
Positions in Å, forces in eV/Å.

Calculated values
Net charge: 0
E_LUMO (eV): 0.5
Energy above the lowest of the compared OMol25 structures with the same formula, charge and spin (kcal/mol): 42.4
SMILES: CCc1c(O)cccc1O
HOMO-LUMO gap (eV): 8.95
DFT total energy (Ha): -461.27092

=====

7.
# C55H45AuCl2NO3P2S

C55H45AuCl2NO3P2S as an isolated structure (ωB97M-V/def2-TZVPD, OMol25).

```
110
Properties=species:S:1:pos:R:3:forces:R:3
Au -0.08585 -0.42218 -0.48541 0.0 0.2 0.3
O 2.39720 -1.53015 1.55417 0.1 -0.3 0.0
C 3.51938 -0.89807 1.08712 -0.1 0.1 0.0
C 4.56479 -0.43082 1.86781 0.0 0.0 0.0
C 5.66898 0.12508 1.23614 0.0 0.0 0.0
C 5.73415 0.21909 -0.14602 0.0 0.0 0.0
C 4.65321 -0.19045 -0.90980 0.0 0.0 0.0
C 3.52452 -0.72893 -0.29792 -0.1 0.0 0.1
P 2.01327 -1.11504 -1.21752 0.2 -0.1 -0.2
C 2.27580 -0.27067 -2.80127 0.2 0.0 0.0
C 2.46894 -0.95017 -3.99650 0.0 0.0 0.1
C 2.64300 -0.23603 -5.17628 0.0 0.0 0.0
C 2.62023 1.14892 -5.16318 0.0 0.0 0.0
C 2.42290 1.83328 -3.96770 0.1 0.0 0.0
C 2.24660 1.12673 -2.79104 0.2 0.0 0.0
C 2.01515 -2.88539 -1.55968 -0.1 0.0 0.1
C 0.92632 -3.41329 -2.25715 0.0 0.0 0.0
C 0.89296 -4.76426 -2.56019 0.0 0.0 0.0
C 1.93185 -5.59288 -2.15282 0.0 0.0 0.0
C 3.00289 -5.07244 -1.44122 0.0 0.0 0.0
C 3.04900 -3.71716 -1.14412 0.0 0.0 0.0
C 2.09804 -1.54438 2.90125 0.0 0.3 -0.1
C 2.93119 -2.14034 3.83559 0.0 -0.1 0.0
C 2.58833 -2.07425 5.17525 0.0 0.0 0.0
C 1.42895 -1.41722 5.57375 0.0 0.0 0.0
C 0.57736 -0.88444 4.62353 0.0 0.0 0.0
C 0.89681 -0.95854 3.26830 0.0 0.0 -0.2
P -0.40813 -0.49953 2.05129 0.2 0.0 0.2
C -1.63110 -1.72689 2.56295 0.0 0.1 -0.1
C -1.30377 -3.02412 2.16186 0.0 0.0 -0.1
C -1.99041 -4.10573 2.68202 0.0 0.0 0.0
C -3.01414 -3.90148 3.59874 0.0 0.0 0.0
C -3.36751 -2.61313 3.96737 0.0 0.0 0.0
C -2.68048 -1.52113 3.45235 0.0 0.0 0.0
C -0.72237 1.22706 2.46265 0.1 0.0 0.0
C -1.92052 1.80177 2.87041 0.0 0.0 0.0
C -1.97743 3.16570 3.12842 0.0 0.0 0.0
C -0.85359 3.95789 2.97045 0.0 0.0 0.0
C 0.34355 3.39212 2.54423 0.0 0.0 0.0
C 0.40675 2.03724 2.28439 0.0 0.0 0.1
H 4.53225 -0.49441 2.94491 0.0 0.0 0.0
H 6.49318 0.48169 1.84017 0.0 0.0 0.0
H 6.60961 0.63432 -0.62573 0.0 0.0 0.0
H 4.67776 -0.07363 -1.98494 0.0 0.0 0.0
H 2.48027 -2.03237 -4.01333 0.0 0.0 0.0
H 2.79446 -0.76734 -6.10658 0.0 0.0 0.0
H 2.75272 1.70046 -6.08468 0.0 0.0 0.0
H 2.40265 2.91553 -3.95656 0.0 0.0 0.0
H 2.08598 1.66059 -1.85847 0.0 0.0 0.0
H 0.10983 -2.76726 -2.56727 0.0 0.0 0.0
H 0.05723 -5.17228 -3.11414 0.0 0.0 0.0
H 1.90606 -6.64761 -2.39350 0.0 0.0 0.0
H 3.80805 -5.72083 -1.12157 0.0 0.0 0.0
H 3.88892 -3.31063 -0.59449 0.0 0.0 0.0
H 3.82742 -2.65402 3.51346 0.0 0.0 0.0
H 3.23162 -2.53452 5.91339 0.0 0.0 0.0
H 1.18128 -1.34049 6.62379 0.0 0.0 0.0
H -0.34901 -0.41344 4.93076 0.0 0.0 0.0
H -0.50039 -3.18651 1.44888 0.0 0.0 0.0
H -1.72630 -5.10888 2.37500 0.0 0.0 0.0
H -3.54214 -4.74822 4.01757 0.0 0.0 0.0
H -4.17659 -2.45019 4.66754 0.0 0.0 0.0
H -2.95851 -0.52978 3.77195 0.0 0.0 0.0
H -2.82005 1.21297 2.96272 0.0 0.0 0.0
H -2.91313 3.60876 3.44355 0.0 0.0 0.0
H -0.90997 5.02002 3.17064 0.0 0.0 0.0
H 1.22299 4.00998 2.41506 0.0 0.0 0.0
H 1.34119 1.59712 1.94706 0.0 0.0 0.0
C 0.93704 4.51142 -1.48124 0.0 0.0 0.0
C -0.44142 5.12908 -1.23030 0.0 0.0 0.0
C -0.28263 6.25571 -0.19893 0.0 0.0 0.0
C -0.96323 5.71933 -2.54825 0.0 0.0 0.0
C -1.44421 4.08600 -0.73446 0.0 0.0 0.0
C -2.67307 4.48951 -0.19861 -0.1 0.0 0.0
C -3.62331 3.56812 0.22494 0.0 0.0 0.0
C -3.34538 2.21929 0.11331 -0.1 0.0 -0.1
S -4.34278 0.84655 0.56381 0.0 0.0 0.0
C -3.12400 -0.24775 -0.07285 0.0 0.2 0.0
N -1.99328 0.42406 -0.53101 -0.1 -0.1 0.2
C -2.13543 1.79101 -0.43710 -0.1 0.0 0.0
C -1.18879 2.72601 -0.84967 0.1 0.0 0.0
C -3.37261 -1.62087 -0.28810 0.0 0.0 0.1
C -4.33435 -2.33965 0.46247 0.1 0.0 0.1
C -4.50896 -3.69585 0.29995 0.0 0.0 0.0
C -3.74036 -4.41184 -0.61952 0.0 0.0 0.0
C -2.85918 -3.71831 -1.43986 0.0 0.0 0.0
C -2.71222 -2.35752 -1.29239 -0.2 -0.2 -0.1
H 1.64877 5.29960 -1.73230 0.0 0.0 0.0
H 0.91573 3.80690 -2.31651 0.0 0.0 0.0
H 1.30697 3.99003 -0.59337 0.0 0.0 0.0
H 0.52109 6.92916 -0.50267 0.0 0.0 0.0
H -0.03671 5.84942 0.78411 0.0 0.0 0.0
H -1.19002 6.85225 -0.10290 0.0 0.0 0.0
H -0.28745 6.49682 -2.91304 0.0 0.0 0.0
H -1.95131 6.16174 -2.41432 0.0 0.0 0.0
H -1.04114 4.94359 -3.31286 0.0 0.0 0.0
H -2.90875 5.54270 -0.11961 0.0 0.0 0.0
H -4.56534 3.90665 0.63852 0.0 0.0 0.0
H -0.26125 2.36039 -1.27742 -0.1 0.1 0.1
H -4.92911 -1.80163 1.19126 0.0 0.0 0.0
H -5.24886 -4.21316 0.89692 0.0 0.0 0.0
H -3.87277 -5.47804 -0.74132 0.0 0.0 0.0
H -2.32753 -4.21729 -2.24104 0.0 0.0 0.0
Cl -1.33321 -1.51021 -5.33061 0.1 0.0 0.0
C -1.90162 -0.26414 -4.20337 0.0 0.0 0.0
Cl -0.54927 0.65389 -3.51768 -0.5 -0.1 -0.4
C -2.75284 -0.92627 -3.13287 -0.1 0.1 -0.1
O -3.93600 -0.79267 -3.09749 -0.1 0.1 0.1
O -2.01331 -1.68522 -2.31336 0.4 -0.2 0.1
H -2.53216 0.42642 -4.74764 0.0 0.0 -0.1
```
Positions in Å, forces in eV/Å.

Calculated values
Net charge: +1
Spin multiplicity: 3
E_LUMO (spin up / spin down) (eV): -2.1 / -4.9
Energy above the lowest of the compared OMol25 structures with the same formula, charge and spin (kcal/mol): 0.0
HOMO-LUMO gap (spin up / spin down) (eV): 5.36 / 5.05
DFT total energy (Ha): -4540.13852

=====

DFT total energy of number 5 (C7H9N3O)? -511.52665 Ha

=====

Which value of DFT total energy does entry 4 give? -306.24513 Ha

=====

The lowest DFT total energy belongs to which entry? C30H29BrN11O2PW